Computed, not measured: a molecular structure, C22H44N7O7PTeTm, with ωB97M-V/def2-TZVPD.

Results
- orbital gap (hartree) = 0.2938
- energy relative to the best compared isomer or geometry (same formula, charge and spin) (kcal per mole) = 0.00
- charge = +1
- multiplicity = 3
- HOMO (eV) = -10.0
- ⟨S²⟩ = 2.00
- LUMO (eV) = -1.97

Positions of all 83 atoms, in Å:
Tm (-0.4574, -0.1520, 0.4828)
Te (-3.6619, -2.3507, -1.2010)
P (-3.0935, -1.2572, 0.7978)
O (-0.6405, -2.0748, -0.6196)
O (-4.3796, -1.2202, 1.7564)
O (-0.4707, 0.9291, 2.5181)
O (-1.2812, -0.3746, -1.9101)
O (0.6504, -0.9466, 2.3407)
O (-2.5408, 0.1101, 0.5621)
O (-1.9392, -1.9200, 1.7629)
N (-0.1862, 4.6243, -0.5935)
N (-0.3304, 2.2297, -0.2755)
N (4.4067, 0.0487, 0.1933)
N (2.0079, 0.0932, -0.2292)
N (-0.9508, -1.4063, -4.0613)
N (3.2559, -1.8371, 0.2231)
N (-1.8086, 3.7748, 0.6764)
C (-1.4702, -4.2782, 1.3433)
C (-1.0771, 5.7460, -0.3284)
C (-0.7174, 3.4555, -0.0617)
C (-2.2386, 5.1367, 0.4555)
C (1.2244, 4.9499, -0.6434)
C (4.9446, 1.3636, -0.0616)
C (4.5637, -2.2017, 0.7311)
C (2.1931, -2.7447, 0.5627)
C (-0.9482, -2.4665, -3.0299)
C (3.1448, -0.4822, 0.0618)
C (0.7271, 1.9863, -1.2538)
C (2.0441, 1.5093, -0.6158)
C (0.1540, -0.0247, 3.0141)
C (-4.3201, -0.4341, 2.9546)
C (1.3041, -1.9212, -3.6072)
C (-2.7662, 2.8647, 1.2398)
C (-1.2140, -1.6677, -1.6876)
C (0.3868, -1.3408, -4.6818)
C (-2.1053, -3.2521, 2.2673)
C (5.4010, -1.0045, 0.3186)
C (-4.9644, -1.1951, 4.0988)
C (0.4538, -3.0667, -3.0624)
H (0.4835, -3.9242, -3.7367)
H (-1.7173, -3.2146, -3.2014)
H (4.5422, -2.3333, 1.8228)
H (1.2666, -2.4285, 0.0852)
H (-1.4015, 6.1880, -1.2755)
H (5.9058, -1.1682, -0.6443)
H (0.4024, -1.9753, -5.5717)
H (-3.3275, 3.3929, 2.0095)
H (1.8302, 4.1571, -0.2151)
H (-3.1740, -3.4550, 2.4119)
H (-2.0533, -4.4017, 0.4314)
H (0.3744, 1.1993, -1.9361)
H (-5.0690, -0.5305, 4.9530)
H (-0.4716, -3.9397, 1.0762)
H (-3.2759, -0.1874, 3.1873)
H (-5.9479, -1.5424, 3.7945)
H (4.9005, -3.1367, 0.2804)
H (1.4202, 5.8577, -0.0649)
H (2.8323, 1.6733, -1.3584)
H (0.9256, 2.8777, -1.8566)
H (6.1480, -0.7321, 1.0660)
H (1.4975, -1.1850, -2.8213)
H (5.0705, 1.5583, -1.1302)
H (-4.8623, 0.4963, 2.7604)
H (-0.5652, 6.5223, 0.2507)
H (2.2412, 2.1325, 0.2678)
H (-3.1749, 5.1543, -0.1153)
H (-1.5970, -3.2528, 3.2374)
H (-1.1531, -0.5476, -3.2956)
H (4.3368, 2.1424, 0.3865)
H (0.7468, -3.3932, -2.0694)
H (-1.7107, -1.4639, -4.7338)
H (2.2497, -2.2657, -4.0184)
H (-2.4120, 5.6399, 1.4114)
H (2.0358, -2.7793, 1.6459)
H (5.9290, 1.4108, 0.4045)
H (0.2783, -0.0543, 4.1196)
H (1.5450, 5.1361, -1.6719)
H (-4.3586, -2.0480, 4.3934)
H (-2.2409, 2.0348, 1.7019)
H (0.6361, -0.3193, -4.9679)
H (2.4734, -3.7424, 0.2162)
H (-3.4607, 2.4801, 0.4867)
H (-1.3964, -5.2371, 1.8488)

Force components x, y, z for each atom (eV/Å):
Tm 2.2 1.2 -0.5
Te -0.9 -0.4 0.2
P -2.1 -1.3 1.3
O 0.0 -0.2 -0.2
O 0.5 -0.3 -0.9
O -0.5 0.6 -0.4
O 0.3 -0.4 0.2
O 0.3 -0.7 -0.5
O -0.4 0.4 0.1
O -0.8 0.9 -0.9
N -0.2 -0.2 0.2
N 0.3 -0.4 0.1
N -0.1 -0.2 0.3
N -0.5 0.2 0.1
N -0.6 0.9 0.2
N 0.3 -0.1 0.1
N 0.1 0.3 0.0
C 0.0 0.2 0.1
C -0.2 0.3 -0.2
C -0.1 -0.2 0.0
C 0.0 0.2 0.0
C 0.2 -0.1 -0.1
C -0.1 0.3 -0.1
C 0.2 0.1 0.0
C -0.4 0.1 0.1
C -0.3 -0.6 0.7
C -0.2 0.0 -0.2
C 0.2 0.1 0.1
C 0.1 0.1 -0.2
C 0.5 0.0 2.0
C 0.1 0.4 0.6
C -0.1 -0.1 -0.1
C 0.1 -0.4 0.0
C 0.9 0.4 -0.9
C 0.7 0.0 -0.2
C 0.2 -0.8 0.2
C 0.1 -0.2 -0.1
C 0.2 0.1 -0.4
C 0.0 0.1 0.1
H 0.0 0.0 0.0
H 0.0 0.1 0.0
H 0.0 0.1 -0.1
H 0.2 -0.3 0.0
H 0.0 0.1 0.2
H 0.0 0.0 0.1
H -0.1 0.1 0.0
H 0.0 0.1 0.0
H 0.0 0.0 0.0
H 0.2 0.1 0.1
H 0.1 0.0 0.0
H 0.1 0.2 0.0
H 0.0 0.0 0.1
H 0.1 -0.1 0.0
H -0.2 0.0 0.0
H -0.1 0.0 0.1
H 0.0 0.1 0.0
H -0.1 -0.1 0.0
H -0.1 0.1 0.1
H 0.0 -0.2 0.0
H 0.0 0.0 -0.1
H 0.0 0.0 0.0
H 0.0 0.1 0.0
H 0.1 -0.1 0.0
H 0.0 -0.1 -0.1
H 0.0 0.0 -0.2
H 0.1 0.0 0.0
H -0.2 0.0 -0.1
H 0.1 -0.3 -0.5
H 0.0 0.0 -0.1
H 0.0 0.0 0.0
H 0.1 -0.1 0.1
H 0.0 0.1 0.0
H 0.0 0.0 -0.1
H 0.0 0.0 -0.1
H -0.1 0.0 0.0
H 0.0 0.0 -0.3
H 0.1 0.0 0.1
H 0.0 -0.1 0.0
H -0.2 0.1 0.0
H -0.1 0.0 0.0
H -0.1 0.1 -0.1
H 0.0 0.0 0.0
H 0.0 -0.1 0.1

Computed, not measured: C11H16N2 in the gas phase, with ωB97M-V/def2-TZVPD.

Results
- orbital gap (spin up / spin down) (hartree) = 0.2731 / 0.3201
- energy relative to the best compared isomer or geometry (same formula, charge and spin) (kcal per mole) = 166.90
- multiplicity = 1
- HOMO (spin up / spin down) (eV) = -8.2 / -8.6
- LUMO (spin up / spin down) (eV) = -0.79 / 0.12

Positions of all 29 atoms, in Å:
N (3.2361, 0.6189, 0.0037)
N (3.9542, -0.5345, 0.1107)
C (-2.7959, -0.1730, 0.4499)
C (-0.7559, 1.1383, 0.2034)
C (-1.4387, -0.4786, -1.5696)
C (1.9193, 0.3150, -0.1152)
C (-0.6877, -1.2429, 0.8604)
C (1.7586, -1.0530, 0.0788)
C (-0.9352, 2.2533, 0.7397)
C (0.5216, -1.9043, 0.1919)
C (-1.3615, -0.1932, -0.0188)
C (3.9340, 1.8879, -0.0201)
C (3.0696, -1.5650, 0.1628)
H (-3.4569, 0.4291, -0.0686)
H (3.9208, 2.4031, 0.8844)
H (3.3087, -2.6043, 0.2738)
H (-1.4576, -2.0983, 1.1242)
H (3.3509, 2.3974, -0.7392)
H (-3.3856, -1.0841, 0.3197)
H (-2.2148, 0.1952, -1.9532)
H (0.0530, -2.2545, -0.7895)
H (-0.0941, 2.9839, 0.6893)
H (-1.7982, -1.4788, -1.6503)
H (-0.5338, -0.3225, -2.0923)
H (-0.5298, -0.6181, 1.8043)
H (0.8914, -2.8484, 0.5781)
H (4.8873, 1.6810, -0.3193)
H (-2.8042, 0.1261, 1.4221)
H (-1.8511, 2.4952, 1.3889)

Force components x, y, z for each atom (eV/Å):
N -0.5 -2.1 0.3
N 0.0 -0.9 0.3
C -0.4 -1.2 -1.2
C 1.2 -3.8 -1.6
C -0.9 0.8 1.8
C -0.6 -0.2 0.8
C -0.5 -1.1 1.6
C -0.4 0.0 -0.7
C -0.4 4.0 2.4
C -0.5 0.1 -1.3
C -0.5 -0.2 -1.9
C -2.7 -1.2 -0.7
C -0.1 2.8 -0.1
H -0.8 2.2 -1.3
H -0.1 0.6 1.8
H 0.6 -0.1 0.0
H 1.4 1.7 -0.5
H 0.0 1.3 -0.9
H 0.9 -0.7 0.3
H 0.3 -0.1 -0.1
H 1.1 0.6 0.7
H -1.0 -0.3 0.3
H -0.2 -0.9 -0.5
H 1.0 0.0 -0.5
H 0.4 -1.5 -0.8
H -0.5 -0.1 0.8
H 2.5 -0.3 -0.9
H -0.4 0.6 3.0
H 1.2 -0.2 -1.1

Computed, not measured: a molecular structure, C34H39IrN5O2P2S2, with ωB97M-V/def2-TZVPD.

Results
- orbital gap (spin up / spin down) (hartree) = 0.2151 / 0.0848
- energy relative to the best compared isomer or geometry (same formula, charge and spin) (kcal per mole) = 0.00
- charge = +2
- multiplicity = 6
- HOMO (spin up / spin down) (eV) = -11.1 / -12.0
- ⟨S²⟩ = 8.81
- LUMO (spin up / spin down) (eV) = -5.23 / -9.65

Positions of all 85 atoms, in Å:
Ir (0.1069, -0.1493, 3.8842)
S (-0.9284, 2.1256, 8.0653)
S (-1.3296, -1.0540, 5.3967)
P (-1.6848, -0.6604, -3.9305)
P (1.3665, -1.1496, -4.2913)
O (0.2251, 2.9532, 7.7904)
O (-2.0504, 2.7076, 8.7636)
N (2.8062, -0.1601, -4.2537)
N (2.1050, -2.4273, -5.3376)
N (-1.3836, 1.2735, 6.6908)
N (-1.9383, 1.0712, -3.7320)
N (-3.3510, -1.0199, -4.3812)
C (-0.1436, -1.7310, 8.4584)
C (2.7515, -4.5353, -5.8923)
C (3.6029, 0.3309, -5.2948)
C (2.8879, -3.7029, -7.0508)
C (-2.1608, 2.0991, -4.6508)
C (4.5173, 1.2369, -4.7629)
C (2.2709, -3.7349, -4.8608)
C (0.4743, -1.8520, 9.7002)
C (-0.1486, 2.8410, 3.4424)
C (-0.6164, -0.4794, 8.0471)
C (-1.7480, 1.6619, -2.4759)
C (-2.1379, 3.3165, -3.9820)
C (-1.0007, -0.5619, -5.6564)
C (-1.0580, 0.7406, 1.3043)
C (0.5021, -0.2345, -5.6577)
C (1.1301, 2.4574, 2.6752)
C (3.2108, 0.4674, -3.0646)
C (-5.1079, -2.3998, -4.7735)
C (-0.4306, 0.6337, 8.8734)
C (1.2463, -0.0651, 2.0849)
C (0.1648, 0.5280, 10.1208)
C (-4.2668, -0.3207, -5.1800)
C (1.4728, -1.1465, 4.9191)
C (-5.3661, -1.1409, -5.4187)
C (2.4787, -2.4231, -6.6838)
C (-3.8698, -2.3085, -4.1620)
C (0.6251, -0.7306, 10.5383)
C (1.6039, 1.0459, 2.8969)
C (4.2595, 1.3240, -3.3517)
C (0.2599, 0.0146, 0.9545)
C (-1.1336, -0.0171, 6.7543)
C (-1.0588, 1.6861, 3.7232)
C (-1.4692, 0.7265, 2.7625)
C (-1.8741, 3.0359, -2.6026)
H (0.1182, 3.2899, 4.4094)
H (0.6702, 0.8468, -5.5173)
H (-1.0307, 1.7707, 0.9271)
H (2.6972, 0.2303, -2.1451)
H (0.0295, -1.0184, 0.6572)
H (2.5248, 0.9465, 3.4872)
H (-4.0714, 0.6890, -5.5021)
H (1.9517, -0.9093, 2.0614)
H (-1.7820, 3.7572, -1.8014)
H (0.2679, 1.4221, 10.7354)
H (1.2271, -2.2193, 4.8980)
H (-3.2912, -3.0197, -3.5930)
H (4.7785, 1.9510, -2.6412)
H (-0.6672, 3.6341, 2.8868)
H (-1.5333, 1.0317, -1.6245)
H (0.9294, -0.5204, -6.6286)
H (-2.2908, 4.2890, -4.4306)
H (-5.7587, -3.2631, -4.7658)
H (-1.6568, 1.8008, 4.6394)
H (-2.3115, 1.8934, -5.7016)
H (2.9760, -5.5919, -5.8305)
H (-1.8622, 0.2448, 0.7426)
H (2.0245, -3.9648, -3.8349)
H (-6.2474, -0.8770, -5.9844)
H (3.2412, -3.9992, -8.0298)
H (1.4796, -0.7979, 5.9642)
H (0.7011, 0.4843, 0.0639)
H (-2.4021, 0.1880, 2.9885)
H (2.4552, -0.9698, 4.4650)
H (0.8487, -2.8222, 10.0299)
H (0.9896, 2.6665, 1.6090)
H (-0.2762, -2.5929, 7.7980)
H (1.9278, 3.1300, 3.0173)
H (-1.5440, 0.1801, -6.2593)
H (2.4186, -1.5273, -7.2861)
H (5.2745, 1.7736, -5.3136)
H (1.1055, -0.8358, 11.5118)
H (3.4587, -0.0039, -6.3093)
H (-1.1819, -1.5594, -6.0926)

Force components x, y, z for each atom (eV/Å):
Ir -1.6 0.8 2.4
S -0.1 0.1 0.9
S -0.4 -0.3 -0.6
P -0.3 2.6 -0.3
P 3.0 -0.3 -2.5
O -0.9 -0.7 -0.3
O 0.8 -0.6 -1.0
N -0.1 0.6 0.8
N -1.0 -0.4 0.7
N -0.5 3.0 -0.1
N 0.5 -0.4 0.5
N -1.7 -1.3 -1.5
C 0.8 -1.9 1.3
C -0.3 0.9 0.5
C 0.4 0.6 0.9
C -0.5 0.9 0.9
C 0.1 0.7 0.5
C -1.2 -0.9 0.2
C 0.3 -0.1 -1.1
C -0.8 -1.0 -2.2
C 0.3 0.3 0.3
C -0.8 0.4 -3.6
C -0.2 0.9 -0.4
C 0.0 -1.3 -0.1
C -0.1 -0.7 -0.5
C -0.5 0.2 -0.6
C -0.4 0.1 0.3
C 0.2 0.7 -0.1
C 0.6 0.3 -0.9
C 1.5 -1.3 1.4
C 0.9 1.6 2.6
C 0.9 0.9 0.2
C -0.4 0.4 -0.6
C -0.7 -0.4 0.3
C 1.9 -1.7 0.1
C 1.2 2.2 -0.2
C 0.1 -0.9 0.0
C -0.6 0.2 -0.3
C 0.1 1.2 0.9
C 0.4 -0.7 -0.6
C -0.7 -0.6 -0.2
C -0.3 -0.3 -0.4
C 1.3 -2.5 3.3
C -0.7 -0.3 -0.8
C -1.0 0.5 -0.7
C 0.1 -1.1 -0.1
H 0.0 -0.1 -0.2
H -0.1 -0.4 0.1
H 0.0 -0.1 0.1
H 0.1 0.0 0.0
H 0.0 0.2 0.1
H -0.4 0.0 -0.2
H -0.1 -0.1 0.1
H -0.4 0.3 0.1
H 0.0 -0.1 -0.1
H 0.1 -0.3 -0.1
H 0.5 0.2 0.2
H -0.2 0.0 0.0
H 0.0 -0.1 -0.1
H -0.1 -0.2 0.1
H -0.1 0.1 0.0
H -0.2 0.2 0.4
H 0.0 -0.2 0.0
H 0.1 0.1 0.0
H 0.3 -0.3 -0.5
H 0.1 0.2 0.2
H 0.0 0.2 0.1
H 0.2 0.2 0.1
H 0.1 0.0 -0.1
H 0.1 0.0 -0.1
H -0.1 0.1 0.2
H 0.0 0.0 -0.3
H 0.1 0.0 0.2
H 0.4 0.3 -0.2
H 0.0 -0.4 0.3
H -0.1 0.3 -0.1
H 0.1 -0.2 0.1
H 0.1 0.2 0.4
H -0.2 -0.2 -0.2
H 0.0 -0.4 0.3
H 0.1 -0.3 0.1
H -0.1 -0.1 0.0
H -0.2 0.0 -0.3
H 0.1 0.0 0.2
H 0.1 0.3 0.0

no.,largest force on an atom (eV/Å)
1,2.8
2,4.7
3,4.3